# 1
Here is a molecular structure, C38H48As3IrN8O3 from the OMol25 dataset. Energies are from ωB97M-V/def2-TZVPD.

Structure (XYZ):
```
101
Properties=species:S:1:pos:R:3:mulliken_charge:R:1
Ir -0.58442 0.18106 0.21362 1.101
C 4.80854 0.60456 -1.36762 -1.300
N 3.58248 0.20509 -0.64483 0.879
C 2.40504 0.80895 -0.61160 -0.523
N 1.53619 0.03179 0.03590 0.236
C 2.27586 -1.06763 0.37122 -0.992
N 3.51502 -0.98727 -0.02561 -0.974
C 4.71137 0.25067 -2.82989 0.836
C 5.49893 -0.73446 -3.40889 -0.813
C 5.33443 -1.05289 -4.75440 -0.751
C 4.36085 -0.42434 -5.51545 -0.955
C 3.56579 0.55750 -4.92798 -0.057
C 3.76404 0.90505 -3.59975 0.365
C 2.44890 1.17063 -5.64283 0.292
N 1.89938 0.84077 -6.75845 -0.398
N 0.75851 1.62851 -6.88533 -0.465
C 0.71344 2.37368 -5.83908 0.645
O 1.76094 2.15091 -5.00254 -0.158
C -0.31635 3.30810 -5.38714 -0.206
C -1.40435 3.63376 -6.19564 -0.844
C -2.39110 4.47019 -5.70026 -0.794
C -2.31442 4.96516 -4.40056 -1.055
C -1.22490 4.64926 -3.60047 0.378
C -1.09888 5.18887 -2.19837 -0.806
N -0.72891 4.11376 -1.25097 0.844
C -1.14016 2.85472 -1.23399 -0.497
N -0.51165 2.20678 -0.24828 0.509
C 0.28991 3.16587 0.30587 -0.853
N 0.17931 4.32353 -0.28279 -1.134
C -0.22186 3.83284 -4.10492 0.489
H 5.62396 0.08543 -0.87110 0.449
H 4.93131 1.67702 -1.21893 0.336
H 2.19966 1.76812 -1.05482 0.601
H 1.88323 -1.91794 0.90201 0.746
H 6.24800 -1.24953 -2.82028 0.446
H 5.96545 -1.80538 -5.20675 0.457
H 4.21297 -0.68221 -6.55584 0.574
H 3.16395 1.69886 -3.17176 0.546
H -1.46455 3.22994 -7.19746 0.594
H -3.23233 4.73637 -6.32515 0.438
H -3.09808 5.61171 -4.02443 0.485
H -2.02886 5.63994 -1.85521 0.455
H -0.30544 5.92899 -2.10513 0.358
H -1.83859 2.43927 -1.94121 0.622
H 0.96571 2.98827 1.12620 0.730
H 0.65150 3.60728 -3.50386 0.662
C -4.05428 1.55348 -0.03437 -1.372
As -2.99651 0.01298 0.45431 1.273
C -3.75096 -1.38636 -0.64196 -1.228
C -3.63648 -0.26622 2.27727 -2.475
C -2.96449 -1.17501 3.32973 2.214
C -3.66828 -0.81858 4.65624 -1.866
C -1.44317 -0.92099 3.52442 -1.152
As -0.53792 0.50945 2.56683 0.534
C -1.25260 2.18025 3.21990 -1.304
C 1.23323 0.42581 3.31994 -1.200
C -3.27434 -2.67171 3.10205 -1.970
As -2.25904 -3.81270 1.85780 0.954
C -3.41293 -5.30106 1.46323 -1.143
C -0.73324 -4.54614 2.76975 -1.102
H -5.08650 1.37912 0.26810 0.581
H -4.03012 1.69278 -1.11423 0.473
H -3.68259 2.45008 0.45945 0.368
H -4.81513 -1.47420 -0.42533 0.547
H -3.26015 -2.34053 -0.46041 0.149
H -3.62380 -1.12001 -1.69115 0.468
H -4.68224 -0.56361 2.16267 0.805
H -3.66917 0.74938 2.68037 0.670
H -3.53026 0.23710 4.89796 0.442
H -3.26257 -1.40887 5.47851 0.519
H -4.73998 -1.01282 4.59711 0.440
H -0.84942 -1.80595 3.29614 -0.338
H -1.23782 -0.68127 4.57058 0.841
H -1.39958 2.08687 4.29595 0.547
H -2.19735 2.42997 2.74233 0.337
H -0.54187 2.98270 3.03360 0.536
H 1.16721 0.57211 4.39759 0.562
H 1.86251 1.20276 2.88909 0.361
H 1.67541 -0.54596 3.11074 0.427
H -4.31629 -2.78809 2.79555 0.495
H -3.16487 -3.20691 4.05173 0.694
H -4.32677 -4.95417 0.98635 0.422
H -3.65174 -5.81636 2.39506 0.457
H -2.87988 -5.97396 0.79457 0.421
H 0.07308 -3.81870 2.82286 0.255
H -0.39798 -5.40385 2.18982 0.425
H -1.02225 -4.86505 3.77144 0.494
O -0.87920 -3.84743 -0.25021 -0.719
C -0.61514 -2.66205 -0.42958 0.236
O -0.65634 -1.82029 0.57706 -0.726
C -0.22731 -2.13160 -1.76393 0.940
C -0.43593 -0.79741 -2.12572 0.241
C -0.02074 -0.31130 -3.35421 -0.796
C 0.60513 -1.17615 -4.24905 -0.456
C 0.81680 -2.50141 -3.89891 -1.307
C 0.39992 -2.98044 -2.66453 -0.648
H -1.15301 -0.10225 -1.60250 -0.166
H -0.21903 0.71672 -3.63574 0.517
H 0.90385 -0.82013 -5.22596 0.760
H 1.29939 -3.17214 -4.59701 0.494
H 0.55985 -4.01414 -2.38799 0.572
```

Results
Orbital gap (spin up / spin down): 6.72 / 5.71 eV
<S²>: 0.752
Spin multiplicity: 2
E_LUMO (spin up / spin down): -8.25 / -9.26 eV
Total charge: +3



# 2
Here is a molecular structure, C38H48AsCrF6N4O11S3Si from the OMol25 dataset. Energies are from ωB97M-V/def2-TZVPD.

Structure (XYZ):
```
113
Properties=species:S:1:pos:R:3:mulliken_charge:R:1
Cr -1.39946 -0.28216 0.82988 0.045
C -3.63060 -3.87264 2.90563 -1.028
N -2.19415 -3.63962 3.06446 0.248
C -1.51126 -4.35103 4.14002 -0.921
C -1.62908 -2.62164 2.42932 0.788
O -2.26971 -1.91491 1.63212 -0.019
C -0.16574 -2.26197 2.62156 -1.774
O 0.26268 -1.64964 1.41112 -0.031
C 0.64144 -2.56813 0.38818 -0.860
C -0.02955 -2.14468 -0.90389 0.197
O -0.96393 -1.33303 -0.84654 0.008
N 0.33912 -2.70603 -2.04916 0.146
C 1.53085 -3.52582 -2.15417 -0.748
C -0.22188 -2.21767 -3.30326 -0.632
H -3.80123 -4.94592 2.84434 0.425
H -4.17530 -3.46384 3.75772 0.348
H -3.97988 -3.38857 1.99921 0.254
H -2.12160 -5.20607 4.41705 0.359
H -0.54082 -4.72413 3.81711 0.316
H -1.38301 -3.71916 5.02041 0.305
H -0.09164 -1.49540 3.39625 0.282
H 0.47553 -3.10158 2.88668 0.744
H 1.72481 -2.54641 0.28841 0.121
H 0.30526 -3.57967 0.64235 0.738
H 1.65298 -4.16804 -1.28467 0.345
H 1.43269 -4.16800 -3.02752 0.399
H 2.42041 -2.90016 -2.27915 0.017
H -1.07514 -1.57986 -3.09676 0.045
H 0.54167 -1.65452 -3.84575 0.180
H -0.54778 -3.06255 -3.90914 0.379
C -1.26867 1.97523 -2.60914 -0.622
S -1.59153 2.18423 -0.90002 1.227
O -1.55930 3.55886 -0.54916 -0.682
O -2.99196 1.48115 -0.74956 0.183
O -0.67423 1.30742 -0.14430 0.460
H -2.21287 2.05069 -3.15504 0.412
H -0.83491 0.98491 -2.73033 -0.249
H -0.57729 2.76874 -2.88674 0.498
O 1.79744 -0.30251 -0.82269 1.008
As 3.21632 0.40661 -1.27859 0.497
C 3.19324 2.31165 -1.15268 -0.064
C 4.24126 3.06099 -1.68271 -0.650
C 4.20973 4.44161 -1.57675 -0.758
C 3.13478 5.06673 -0.95301 -0.667
C 2.09107 4.31725 -0.43292 -0.845
C 2.12070 2.93137 -0.52743 0.811
C 4.69805 -0.23712 -0.24328 0.207
C 4.91248 -1.61317 -0.18611 -0.245
C 5.91610 -2.12696 0.61866 -1.003
C 6.69867 -1.26893 1.38137 -0.563
C 6.47707 0.09842 1.33836 -0.785
C 5.47731 0.61727 0.52552 -0.459
C 3.56695 -0.00116 -3.12347 0.211
C 2.62782 0.44399 -4.05150 -0.624
C 2.76524 0.11277 -5.38938 -0.634
C 3.83900 -0.66647 -5.80394 -0.500
C 4.77637 -1.10734 -4.88295 -0.693
C 4.64340 -0.77444 -3.53975 -0.233
H 5.07125 2.57666 -2.18621 0.467
H 5.01772 5.03363 -1.98616 0.431
H 3.11261 6.14600 -0.87725 0.411
H 1.24770 4.80011 0.04265 0.548
H 1.31467 2.33668 -0.12164 -0.550
H 4.29112 -2.28657 -0.76652 0.374
H 6.08805 -3.19490 0.65553 0.451
H 7.47989 -1.66988 2.01365 0.405
H 7.07710 0.76525 1.94313 0.426
H 5.30681 1.68682 0.49899 0.409
H 1.78524 1.04668 -3.72980 0.427
H 2.03746 0.46312 -6.10964 0.453
H 3.94662 -0.92373 -6.84945 0.414
H 5.61624 -1.70736 -5.20811 0.420
H 5.38815 -1.10957 -2.82852 0.425
F -4.44329 -2.02769 -0.43389 -0.263
C -4.74987 -1.31584 -1.54451 0.660
F -5.43376 -2.12352 -2.35590 -0.269
F -3.59543 -1.00853 -2.15191 -0.261
S -5.78168 0.18328 -1.03553 0.575
O -3.02993 0.50959 0.30168 -0.360
O -7.03567 -0.49741 -0.68691 -0.743
N -5.96681 0.82785 -2.50962 -0.590
S -5.00997 1.78445 -3.24937 1.313
O -4.57479 2.96224 -2.52973 -0.696
O -3.96699 1.14352 -4.02913 -0.756
C -6.19196 2.40845 -4.51515 0.335
F -6.64127 1.42816 -5.30003 -0.223
F -7.23621 3.01303 -3.94996 -0.219
F -5.56255 3.30266 -5.29141 -0.218
C -3.11687 1.49042 4.98539 -1.556
Si -2.96309 1.21842 3.12409 0.674
C -4.35778 0.00619 2.79660 -0.502
C -3.30367 2.88577 2.34463 -1.246
N -1.40117 0.58091 2.58737 1.306
C -0.15044 0.86751 3.14688 -0.239
C 1.00587 0.94203 2.34758 1.529
C 2.26245 1.15585 2.89082 -0.947
C 2.43951 1.31962 4.25643 -0.694
C 1.31655 1.24086 5.06716 -0.999
C 0.05841 1.00887 4.53303 -0.377
H -4.17448 1.72429 5.14652 0.415
H -2.53840 2.33458 5.36244 0.355
H -2.88909 0.60856 5.58767 0.355
H -5.28209 0.57588 2.66867 0.483
H -4.48783 -0.64114 3.67045 0.240
H -4.26584 -0.61907 1.91384 -0.270
H -3.66644 3.58699 3.09977 0.514
H -4.05382 2.82237 1.55473 0.237
H -2.40488 3.31505 1.89850 0.215
H 0.94739 0.82647 1.27557 -0.931
H 3.11767 1.19806 2.22368 0.508
H 3.42015 1.50059 4.67600 0.430
H 1.41267 1.35158 6.14089 0.395
H -0.77313 0.91728 5.20771 0.397
```

Results
Orbital gap (spin up / spin down): 6.93 / 6.95 eV
<S²>: 3.777
Spin multiplicity: 4
E_LUMO (spin up / spin down): -0.44 / -0.44 eV



Calculated values (eV) of energy above the lowest of the compared OMol25 structures with the same formula, charge and spin for the records, taken in order: 0.068 4.069.